No. 1
72
Properties=species:S:1:pos:R:3:forces:R:3:mulliken_charge:R:1 method="wB97M-V/def2-TZVPD" lumo_ha="-0.43386 / -0.43379" relative_energy_ev=1.269 largest_force_ha_per_bohr=0.017 homo_ev="-16.028 / -16.028" charge=+3 orbital_gap_ev="4.22 / 4.22" total_energy_ev=-185868.92798
Pd 0.3453 0.5343 -0.8408 -0.059 0.572 0.649 0.307
C -0.1216 5.9940 -2.3065 -0.011 0.015 -0.006 -1.375
C 0.7861 4.8909 -1.8477 0.038 -0.025 -0.005 0.434
C 2.1513 5.0829 -1.6424 -0.037 0.005 -0.003 -0.363
C 2.9564 4.0350 -1.2270 0.022 -0.021 -0.008 -0.686
C 2.3558 2.8105 -1.0243 0.017 -0.022 -0.008 0.137
Br 3.3683 1.3127 -0.4722 0.196 0.147 0.007 -0.072
N 1.0572 2.5893 -1.2020 0.002 -0.102 0.038 0.324
C 0.2940 3.6160 -1.6108 -0.016 -0.011 -0.008 -0.770
H 0.4329 6.9157 -2.4650 0.001 0.000 0.002 0.388
H -0.8996 6.1927 -1.5688 0.001 -0.001 0.002 0.341
H -0.6112 5.7310 -3.2445 -0.003 0.000 -0.001 0.352
H 2.5900 6.0584 -1.8110 0.002 0.002 -0.004 0.428
H 4.0176 4.1616 -1.0695 0.000 0.001 0.002 0.498
H -0.7580 3.3996 -1.7571 -0.006 0.007 0.016 0.588
N -2.8027 0.5750 -1.3503 0.074 0.084 0.244 -0.059
C -3.0860 -0.7734 -1.3318 -0.053 -0.141 -0.051 0.362
C -4.4266 -1.1711 -1.3008 -0.029 0.018 -0.014 -0.792
C -4.7788 -2.5022 -1.2621 -0.002 0.036 -0.001 -0.657
C -3.8065 -3.5054 -1.2463 0.029 0.015 -0.006 -0.963
C -2.4845 -3.1457 -1.2642 -0.012 -0.073 0.037 -0.859
C -2.0952 -1.7847 -1.2994 0.008 0.121 -0.132 0.665
P -0.3646 -1.4719 -1.3225 0.074 -0.503 -0.082 1.794
C 0.5405 -2.8906 -0.7500 -0.007 -0.033 -0.130 0.263
C 1.2816 -3.6715 -1.6422 0.010 0.061 0.006 -0.140
C 1.8971 -4.8278 -1.1891 0.001 -0.017 0.025 -0.889
C 1.7651 -5.2103 0.1388 -0.006 0.017 -0.021 -0.582
C 1.0090 -4.4454 1.0225 0.009 -0.014 0.009 -0.847
C 0.3926 -3.2893 0.5818 -0.060 0.063 0.050 -0.119
C 0.3758 -0.6997 -2.7659 -0.266 -0.243 -0.140 -0.381
C 1.7840 -0.6552 -2.9088 -0.024 0.062 0.174 0.009
C 2.3451 -0.0316 -4.0095 -0.008 0.035 -0.065 -1.060
C 1.5225 0.5242 -4.9800 0.031 -0.008 0.025 -0.504
C 0.1291 0.4807 -4.8616 -0.005 -0.002 0.019 -0.845
C -0.4459 -0.1211 -3.7679 -0.007 0.025 0.012 -0.438
H -3.5710 1.1962 -1.5488 0.015 0.017 -0.040 0.258
H -1.8994 0.8938 -1.6614 -0.150 0.009 -0.194 -0.202
H -5.1966 -0.4096 -1.3223 -0.009 -0.003 0.001 0.416
H -5.8274 -2.7689 -1.2525 -0.002 0.000 0.009 0.441
H -4.0905 -4.5474 -1.2255 0.005 -0.006 -0.010 0.471
H -1.7249 -3.9153 -1.2562 0.003 -0.007 0.001 0.463
H 1.3559 -3.3983 -2.6866 0.013 0.000 -0.013 0.541
H 2.4643 -5.4395 -1.8771 0.001 0.001 -0.005 0.486
H 2.2378 -6.1196 0.4848 0.004 -0.001 0.003 0.452
H 0.8899 -4.7689 2.0477 -0.007 0.010 0.007 0.490
H -0.2318 -2.7130 1.2587 0.043 -0.015 -0.003 0.580
H 2.4159 -1.1288 -2.1690 0.012 -0.016 -0.016 0.862
H 3.4200 0.0022 -4.1217 0.005 -0.010 0.004 0.503
H 1.9663 0.9860 -5.8527 0.000 0.007 0.000 0.480
H -0.4928 0.9020 -5.6394 -0.003 -0.006 -0.007 0.517
H -1.5239 -0.1965 -3.6894 -0.003 -0.011 -0.013 0.492
C 1.0162 0.1333 7.0067 0.021 -0.009 0.001 -1.411
C 0.5586 0.2393 5.6138 -0.028 0.017 -0.069 0.741
C -0.7392 0.7126 5.3077 0.087 -0.004 -0.004 -1.141
C -1.1788 0.8264 4.0269 -0.050 0.039 0.030 0.650
C -2.5738 1.3180 3.7886 0.028 -0.046 -0.067 -1.674
C -0.2436 0.4705 2.9182 -0.422 0.117 0.107 0.450
Se -0.8975 0.8415 1.3009 0.410 -0.032 -0.225 0.582
C 1.0741 -0.0861 3.2539 0.100 -0.067 -0.118 0.829
C 2.0333 -0.5628 2.2183 0.035 -0.019 -0.019 -1.044
C 1.4275 -0.1603 4.5607 -0.007 0.002 0.046 -0.708
H 0.2727 0.4524 7.7299 0.000 0.001 0.005 0.393
H 1.9339 0.7217 7.1305 -0.006 0.007 0.004 0.395
H 1.3186 -0.9005 7.2132 -0.007 0.000 0.005 0.404
H -1.3947 0.9875 6.1234 0.004 -0.007 0.007 0.386
H -3.0691 1.4948 4.7393 0.008 -0.009 0.007 0.425
H -3.1628 0.5897 3.2293 0.005 -0.001 -0.013 0.383
H -2.5832 2.2524 3.2272 0.011 0.017 -0.014 0.426
H 1.6158 -0.5463 1.2175 0.017 -0.032 -0.027 -0.396
H 2.3521 -1.5801 2.4480 -0.017 -0.022 0.010 0.443
H 2.9277 0.0629 2.2331 -0.022 0.014 -0.024 0.546
H 2.4045 -0.5488 4.8234 0.000 -0.003 0.004 0.583



No. 2
40
Properties=species:S:1:pos:R:3:forces:R:3:mulliken_charge:R:1 method="wB97M-V/def2-TZVPD" s_squared=2.050 lumo_ha="-0.05431 / -0.07372" relative_energy_ev=2.023 largest_force_ha_per_bohr=0.129 homo_ev="-8.184 / -8.628" multiplicity=3 charge=0 orbital_gap_ev="6.71 / 6.62" total_energy_ev=-69627.64132
V -0.4798 -1.9152 0.3780 -5.908 -1.238 1.286 1.432
C -3.2768 -2.6695 1.4599 -0.396 -0.895 0.557 -0.779
O -2.4873 -1.7208 0.7552 -0.907 0.585 -0.115 0.057
C -2.9921 -0.4632 0.6059 0.272 1.334 -0.472 1.456
C -4.2908 -0.0338 0.8316 0.030 -0.319 0.070 -0.623
C -4.6189 1.2931 0.5863 0.126 0.062 0.004 -0.598
C -3.6654 2.1956 0.1406 -0.081 -0.046 0.040 -0.851
C -2.3656 1.7811 -0.0766 0.182 -0.388 0.031 -0.376
C -2.0214 0.4494 0.1471 -1.442 0.493 0.286 -0.603
N -0.7556 -0.0909 -0.0140 1.041 1.726 -0.587 -0.159
N 0.1681 0.7622 -0.3726 -0.570 0.798 -0.063 -0.663
C 1.4378 0.4406 -0.5683 0.596 -1.374 0.109 -0.357
C 1.9266 -0.9071 -0.4311 0.604 2.327 -0.335 0.910
O 1.0374 -1.7723 -0.1037 6.284 -0.048 -2.159 -0.204
C 3.2916 -1.2103 -0.6089 0.097 -0.350 -0.020 -1.043
C 4.1691 -0.2282 -0.9636 -0.491 -0.362 0.136 -0.784
C 3.7396 1.1136 -1.1464 -0.332 0.450 0.017 0.689
C 4.6511 2.1180 -1.5212 -0.084 0.092 -0.047 -0.853
C 4.2483 3.4228 -1.6613 0.217 -0.098 0.009 -0.521
C 2.9151 3.7692 -1.4303 -0.183 -0.124 0.009 -0.775
C 1.9977 2.8058 -1.0817 0.060 0.102 -0.061 -0.261
C 2.3841 1.4664 -0.9329 0.239 0.203 -0.128 0.811
H -3.4535 -2.3231 2.4845 0.002 0.047 -0.245 0.355
H -4.2198 -2.8393 0.9301 0.183 0.094 0.061 0.342
H -2.6954 -3.5937 1.4956 -0.451 0.278 0.009 0.249
H -5.0571 -0.6984 1.1989 0.044 -0.152 0.006 0.393
H -5.6313 1.6269 0.7569 -0.073 -0.027 0.032 0.405
H -3.9378 3.2268 -0.0244 -0.004 0.072 -0.038 0.403
H -1.5940 2.4578 -0.4052 -0.005 0.086 -0.049 0.402
H 3.5958 -2.2347 -0.4399 0.072 0.002 -0.050 0.533
H 5.2141 -0.4577 -1.1009 0.128 -0.067 -0.010 0.399
H 5.6754 1.8360 -1.7120 0.152 0.000 0.027 0.398
H 4.9588 4.1861 -1.9460 0.045 -0.004 -0.018 0.387
H 2.6044 4.7986 -1.5402 -0.045 0.032 0.008 0.405
H 0.9630 3.0631 -0.9253 -0.090 0.048 0.047 0.433
O 1.1431 -4.2946 1.2702 0.281 -0.408 0.045 -0.597
S -0.2465 -4.0352 1.4833 0.473 -2.228 1.906 1.210
O -1.0181 -4.9771 2.2352 -0.034 -0.079 -0.115 -0.650
O -0.3981 -2.6289 2.0989 0.233 0.094 0.781 -0.462
O -0.9158 -3.7191 0.1478 -0.265 -0.717 -0.967 -0.508